{"formula": "C22H33AsN2OPdSi2", "method": "ωB97M-V/def2-TZVPD", "species": ["Pd", "C", "C", "C", "C", "C", "C", "C", "H", "H", "H", "H", "H", "H", "H", "H", "O", "C", "C", "C", "C", "C", "C", "C", "N", "C", "C", "N", "H", "H", "H", "H", "H", "H", "H", "C", "Si", "C", "C", "As", "Si", "C", "C", "C", "H", "H", "H", "H", "H", "H", "H", "H", "H", "H", "H", "H", "H", "H", "H", "H", "H", "H"], "coordinates": [[0.34, 0.26, 0.31], [2.97, 1.98, 3.16], [1.83, 2.41, 2.29], [1.96, 3.49, 1.41], [0.91, 3.91, 0.60], [-0.31, 3.27, 0.66], [-0.49, 2.21, 1.55], [0.58, 1.79, 2.37], [3.91, 1.98, 2.61], [2.81, 0.99, 3.57], [3.08, 2.67, 4.00], [2.91, 4.01, 1.36], [1.05, 4.75, -0.06], [-1.14, 3.61, 0.05], [-1.48, 1.82, 1.74], [0.42, 1.02, 3.11], [1.89, 1.28, -0.77], [3.10, 0.95, -0.84], [4.07, 1.98, -1.13], [5.40, 1.72, -1.09], [5.85, 0.42, -0.79], [4.95, -0.62, -0.57], [3.58, -0.41, -0.62], [2.66, -1.53, -0.56], [1.35, -1.50, -0.32], [0.88, -2.78, -0.42], [1.91, -3.61, -0.75], [3.02, -2.81, -0.82], [3.67, 2.96, -1.34], [6.12, 2.50, -1.28], [6.91, 0.21, -0.74], [5.35, -1.61, -0.36], [-0.16, -3.03, -0.27], [1.95, -4.67, -0.94], [3.93, -3.12, -1.10], [-3.04, 1.00, -3.71], [-3.49, -0.34, -2.51], [-5.13, -0.09, -1.68], [-3.22, -2.07, -3.17], [-1.85, -0.16, -0.71], [-2.40, -1.31, 1.38], [-3.57, -0.16, 2.27], [-3.27, -2.83, 0.71], [-0.96, -1.81, 2.47], [-3.63, 0.85, -4.62], [-1.99, 0.98, -4.00], [-3.27, 1.99, -3.32], [-5.90, -0.16, -2.45], [-5.22, 0.89, -1.22], [-5.36, -0.85, -0.93], [-3.90, -2.21, -4.02], [-3.46, -2.84, -2.43], [-2.21, -2.23, -3.53], [-4.31, 0.29, 1.61], [-3.05, 0.62, 2.82], [-4.11, -0.77, 3.00], [-4.06, -2.59, 0.01], [-3.72, -3.35, 1.56], [-2.58, -3.54, 0.23], [0.04, -1.46, 2.24], [-0.91, -2.90, 2.50], [-1.20, -1.47, 3.49]], "total_energy_ev": -108437.0908, "spin_multiplicity": 5, "charge": 2, "fmax_ev_per_a": 0.44, "mol_weight_g_mol": 579.0, "orbital_gap_ev": [8.58, 6.18], "relative_energy_kcal_mol": 14.8}